# 1
ORCA calculation (ωB97M-V/def2-TZVPD) on the molecule C22H35N5O4S at a distorted geometry.

The calculation puts the orbital gap at 8.119 eV. Its largest force on an atom is 0.02045 hartree/bohr. The structure (SMILES) is O=C(NCCN1CCN(c2ccccc2)CC1)C1CCN(S(=O)(=O)N2CCOCC2)CC1. The calculation puts the energy relative to the best compared isomer or geometry (same formula, charge and spin) at 0.000 eV. The spin multiplicity is 1.

Cartesian coordinates (Å):
O  -5.2903  -1.1627  0.0367
C  -4.0810  -1.1496  0.1342
N  -3.3739  -0.1040  0.5961
C  -3.9567  1.1618  0.9948
C  -2.8839  2.0861  1.5604
N  -2.1547  2.8611  0.5644
C  -1.0993  3.6123  1.2278
C  -0.3166  4.4436  0.2090
N  0.2662  3.6151  -0.8233
C  1.4759  2.9648  -0.6120
C  2.2168  3.1047  0.5672
C  3.4524  2.5017  0.7129
C  3.9933  1.7339  -0.3031
C  3.2784  1.5982  -1.4831
C  2.0506  2.2046  -1.6396
C  -0.8069  2.9145  -1.4978
C  -1.5888  2.0491  -0.5055
C  -3.1888  -2.3188  -0.3199
C  -2.3099  -2.8135  0.8452
C  -1.0085  -3.4894  0.3975
N  -0.3441  -2.7924  -0.6858
S  0.3663  -1.3490  -0.2417
O  0.6204  -0.5953  -1.4297
O  -0.3416  -0.6806  0.8176
N  1.7699  -1.9536  0.4230
C  2.6857  -2.4222  -0.6012
C  3.8761  -3.0960  0.0833
O  4.5157  -2.2183  0.9769
C  3.6245  -1.7594  1.9650
C  2.4318  -1.0361  1.3397
C  -1.1951  -2.6948  -1.8587
C  -2.4077  -1.8258  -1.5521
H  -2.3695  -0.1811  0.6817
H  -4.4569  1.6312  0.1413
H  -4.7194  0.9713  1.7578
H  -3.3603  2.8122  2.2261
H  -2.1918  1.4727  2.1682
H  -1.5600  4.2734  1.9672
H  -0.4051  2.9307  1.7530
H  0.4538  5.0361  0.7020
H  -1.0092  5.1323  -0.2857
H  1.8359  3.6822  1.3947
H  3.9928  2.6270  1.6411
H  4.9536  1.2553  -0.1806
H  3.6865  1.0175  -2.2981
H  1.5385  2.0894  -2.5806
H  -0.4197  2.2700  -2.2833
H  -1.4710  3.6620  -1.9429
H  -2.4048  1.5628  -1.0416
H  -0.8986  1.2847  -0.1136
H  -3.8493  -3.1323  -0.6355
H  -2.0417  -1.9814  1.4929
H  -2.8869  -3.5210  1.4436
H  -1.1975  -4.5092  0.0495
H  -0.3017  -3.5254  1.2280
H  2.1401  -3.1273  -1.2282
H  3.0289  -1.5789  -1.2150
H  4.6280  -3.3857  -0.6520
H  3.5231  -3.9878  0.6229
H  4.1939  -1.0771  2.5973
H  3.2637  -2.6083  2.5651
H  1.7043  -0.7455  2.0967
H  2.7794  -0.1409  0.8067
H  -1.4827  -3.7092  -2.1466
H  -0.5996  -2.2457  -2.6538
H  -2.0315  -0.8148  -1.3860
H  -3.0815  -1.7983  -2.4101

Forces on atoms 1 to 2 (eV/Å):
O -0.46 0.10 -0.03
C 0.33 -0.62 -0.15

***

# 2
ORCA calculation (ωB97M-V/def2-TZVPD) on the molecule C22H35N5O4S2 at a distorted geometry.

The calculation puts the orbital gap at 8.403 eV. Its largest force on an atom is 0.02104 hartree/bohr. The structure (SMILES) is C/C(CCC(C)C)=N\NC(=S)Nc1cc(S(=O)(=O)N2CCOCC2)ccc1N1CCOCC1. The calculation puts the energy relative to the best compared isomer or geometry (same formula, charge and spin) at 2.779 eV. The spin multiplicity is 1.

Cartesian coordinates (Å):
C  1.8898  4.4057  1.4007
C  1.1798  3.3615  0.5819
C  0.5194  3.8005  -0.6846
C  1.5706  4.1863  -1.7364
C  0.9537  4.8001  -2.9986
C  2.0317  5.5278  -3.8021
C  0.2806  3.7434  -3.8698
N  1.1197  2.1252  0.8837
N  1.7464  1.6680  1.9920
C  1.7697  0.4199  2.5033
S  2.8192  0.1734  3.7750
N  1.0190  -0.6452  2.1331
C  -0.0537  -0.9362  1.2945
C  -0.3463  -0.2487  0.1272
C  -1.3344  -0.7186  -0.7173
S  -1.6710  0.1558  -2.2400
O  -2.9590  -0.2460  -2.7213
O  -1.4133  1.5516  -2.0246
N  -0.5657  -0.3514  -3.3720
C  0.8197  0.0237  -3.2114
C  1.6356  -1.1060  -2.5714
O  1.4610  -2.3215  -3.2679
C  0.1045  -2.7103  -3.2933
C  -0.7562  -1.6462  -3.9815
C  -2.0242  -1.8802  -0.4423
C  -1.7612  -2.5591  0.7348
C  -0.8074  -2.0928  1.6377
N  -0.5020  -2.7445  2.8324
C  -0.8086  -4.1538  2.9970
C  -2.1842  -4.3941  3.6355
O  -2.3034  -3.6916  4.8514
C  -2.0981  -2.3120  4.6535
C  -0.6996  -2.0304  4.0897
H  2.9644  4.2155  1.4266
H  1.5196  4.4028  2.4270
H  1.7257  5.3925  0.9801
H  -0.1260  3.0096  -1.0642
H  -0.0985  4.6760  -0.4702
H  2.2611  4.9124  -1.2994
H  2.1504  3.3014  -2.0086
H  0.1993  5.5327  -2.6913
H  2.8219  4.8364  -4.0880
H  2.4747  6.3342  -3.2212
H  1.6066  5.9538  -4.7077
H  -0.2207  4.2159  -4.7112
H  -0.4560  3.1758  -3.3088
H  1.0250  3.0530  -4.2623
H  2.3711  2.2921  2.5021
H  1.2595  -1.4492  2.7091
H  0.1847  0.6579  -0.1130
H  0.8456  0.9254  -2.6018
H  1.2261  0.2445  -4.2052
H  2.7028  -0.8835  -2.6205
H  1.3393  -1.2365  -1.5195
H  -0.2539  -2.8768  -2.2650
H  0.0715  -3.6508  -3.8456
H  -0.4667  -1.5726  -5.0359
H  -1.8172  -1.8824  -3.9143
H  -2.7802  -2.2205  -1.1313
H  -2.3221  -3.4527  0.9560
H  -0.7326  -4.6611  2.0354
H  -0.0461  -4.5631  3.6699
H  -2.3124  -5.4502  3.8785
H  -2.9882  -4.0810  2.9520
H  -2.2170  -1.8424  5.6309
H  -2.8580  -1.9131  3.9619
H  -0.5870  -0.9569  3.9463
H  0.0510  -2.3818  4.8058

Forces on atoms 1 to 2 (eV/Å):
C -0.01 -0.25 0.05
C 0.05 0.06 0.27

***

# 3
ORCA calculation (ωB97M-V/def2-TZVPD) on C22H35NO4P2Ti as an isolated structure at a distorted geometry.

The calculation puts the orbital gap (spin up / spin down) at 4.384 / 6.960 eV. Its largest force on an atom is 0.07421 hartree/bohr. The calculation puts the energy relative to the best compared isomer or geometry (same formula, charge and spin) at 0.764 eV. The spin multiplicity is 3.

Cartesian coordinates (Å):
P  -2.7348  -0.0371  -1.6430
P  -2.2882  -0.8546  1.2569
C  -3.2288  -1.7535  -1.1807
C  -3.6295  -1.7557  0.3141
H  -2.3883  -2.4314  -1.3942
H  -4.0606  -2.0178  -1.8445
H  -4.6006  -1.2641  0.4757
H  -3.7017  -2.7753  0.7157
C  -1.2435  -2.2892  1.6379
H  -0.2904  -1.9604  2.0668
H  -1.0106  -2.8645  0.7358
H  -1.7483  -2.9748  2.3400
C  -2.7043  -0.2205  2.9048
H  -3.3482  -0.9235  3.4445
H  -3.1979  0.7581  2.8470
H  -1.7664  -0.0905  3.4663
C  -2.1569  -0.0283  -3.3595
H  -1.8316  0.9862  -3.6274
H  -2.9564  -0.3415  -4.0444
H  -1.2929  -0.6987  -3.4626
C  -4.4364  0.6567  -1.6486
H  -4.4895  1.5699  -1.0477
H  -5.1538  -0.0634  -1.2394
H  -4.7343  0.8894  -2.6774
Ti  -1.5342  0.9196  0.0501
C  2.1929  -2.4879  1.4201
C  1.9224  -3.7155  0.9492
C  1.1074  -4.1230  -0.2379
C  1.9482  -4.3566  -1.5035
C  2.4244  -3.0861  -2.1417
C  2.2760  -1.8227  -1.7236
C  1.4048  -1.2361  -0.6666
C  1.9736  -1.1711  0.7629
C  -2.1548  2.6334  -1.1439
H  2.7013  -2.4033  2.3917
H  2.3607  -4.5820  1.4646
H  0.3450  -3.3890  -0.4870
H  0.5614  -5.0508  -0.0058
H  2.8106  -5.0009  -1.2711
H  1.3333  -4.9143  -2.2253
H  2.9305  -3.2467  -3.1067
H  2.8235  -1.0322  -2.2528
H  0.4074  -1.6918  -0.6321
H  1.2270  -0.1985  -0.9744
H  2.9082  -0.5805  0.7790
H  1.2781  -0.5844  1.3904
H  -2.5804  3.2686  -0.3465
H  -2.8596  2.6285  -1.9835
H  -1.2289  3.1055  -1.5163
O  0.4037  1.4326  -0.0856
C  0.3391  2.3642  0.8387
O  -0.7452  2.4088  1.5115
C  1.4646  3.2899  0.9390
C  2.5720  2.9857  0.1314
C  3.7462  3.7102  0.2778
C  3.7853  4.7350  1.2459
C  2.6263  5.1356  1.9504
C  1.4591  4.3972  1.8119
N  5.0781  5.1874  1.6419
O  6.0551  4.6990  1.0199
O  5.2071  6.0070  2.5753
H  2.5386  2.1632  -0.5867
H  4.6358  3.4514  -0.2853
H  2.6912  5.9917  2.6158
H  0.5582  4.6433  2.3730

Forces on atoms 1 to 2 (eV/Å):
P -1.44 -0.94 -0.84
P 0.16 -1.01 0.72